<w>
Here is CH4NOPS in the gas phase from OMol25. Energies are from ωB97M-V/def2-TZVPD.

Each atom is followed by the atoms it is bonded to, with distances in Å.
Cartesian coordinates (Å):
1 C 1.55 -0.02 -0.26  O3 1.341, S5 1.966, H6 1.095, H7 1.142
2 N -1.47 0.06 0.16  P4 1.561, S5 1.599
3 O 1.86 0.03 1.04  C1 1.341, H8 1.004
4 P -2.97 0.14 0.58  N2 1.561, H9 1.507
5 S -0.30 -0.23 -0.89  C1 1.966, N2 1.599
6 H 1.78 0.81 -0.94  C1 1.095
7 H 1.80 -1.06 -0.66  C1 1.142
8 H 1.38 0.68 1.64  O3 1.004
9 H -3.62 -0.40 -0.67  P4 1.507

Calculated values
spin multiplicity: 3
net charge: 0
HOMO level (spin up / spin down): -0.231 / -0.310 hartree
lowest unoccupied orbital energy (spin up / spin down): 0.4682 / -2.2402 eV
HOMO-LUMO gap (spin up / spin down): 6.7 / 6.2 eV

---

<x>
Here is CH4NOPS in the gas phase from OMol25. Energies are from ωB97M-V/def2-TZVPD.

Each atom is followed by the atoms it is bonded to, with distances in Å.
Cartesian coordinates (Å):
1 C -0.36 -0.98 0.00  O3 1.455, P4 1.898, H6 1.146, H7 1.190
2 N 1.08 1.23 -0.87  P4 1.560, S5 1.760
3 O 1.00 -1.30 -0.42  C1 1.455, S5 1.701
4 P -0.19 0.91 -0.03  C1 1.898, N2 1.560, S5 2.395, H8 1.472, H9 1.432
5 S 2.03 0.00 -0.05  N2 1.760, O3 1.701, P4 2.395
6 H -1.10 -1.49 -0.72  C1 1.146
7 H -0.55 -1.24 1.14  C1 1.190
8 H -0.56 1.27 1.35  P4 1.472
9 H -1.37 1.61 -0.40  P4 1.432

Calculated values
spin multiplicity: 3
net charge: 0
HOMO level (spin up / spin down): -0.198 / -0.379 hartree
lowest unoccupied orbital energy (spin up / spin down): 0.5418 / -1.9499 eV
HOMO-LUMO gap (spin up / spin down): 5.9 / 8.3 eV

---

If you had to name the least stable structure above, which would it be? It would be <x>.